# 1
The following is a DFT calculation (ωB97M-V/def2-TZVPD) of a cluster of 6 separate species, C23H59B3O9 in total.

**Maximum force**: 0.017 hartree/bohr
**E**: -1663.64641 Ha
**Highest occupied orbital energy**: -9.50 eV
**Charge**: 0
**SMILES**: CCCOB1OBOBO1.CCOCC.CCOCC.CCOCC.CCOCC.CCOCC

Geometry (Å):
C  2.904  1.461  1.450
C  2.172  2.770  1.778
C  0.805  2.539  2.387
O  -0.023  1.859  1.437
B  -1.367  1.846  1.583
O  -2.142  2.955  1.230
B  -3.434  3.066  1.688
O  -3.966  2.012  2.408
B  -3.411  0.794  2.075
O  -2.039  0.726  2.058
H  3.373  1.484  0.467
H  3.690  1.242  2.173
H  2.211  0.620  1.447
H  2.752  3.385  2.468
H  2.017  3.351  0.865
H  0.879  1.923  3.289
H  0.343  3.492  2.664
H  -4.086  4.026  1.448
H  -4.080  -0.115  1.703
C  -7.900  5.348  1.993
C  -8.012  5.469  0.483
O  -7.156  4.595  -0.232
C  -7.354  3.211  -0.005
C  -8.735  2.705  -0.382
H  -6.873  5.518  2.317
H  -8.541  6.093  2.468
H  -8.214  4.368  2.352
H  -7.710  6.467  0.167
H  -9.054  5.334  0.169
H  -7.124  2.954  1.036
H  -6.602  2.721  -0.625
H  -9.519  3.156  0.227
H  -8.782  1.625  -0.233
H  -8.950  2.920  -1.430
C  -6.644  -3.652  4.468
C  -7.672  -2.609  4.065
O  -7.952  -1.650  5.069
C  -6.853  -0.869  5.506
C  -6.198  -0.050  4.408
H  -6.960  -4.173  5.373
H  -6.532  -4.384  3.667
H  -5.663  -3.212  4.652
H  -8.631  -3.089  3.870
H  -7.365  -2.117  3.134
H  -6.106  -1.497  6.006
H  -7.271  -0.208  6.265
H  -5.753  -0.681  3.638
H  -5.404  0.569  4.830
H  -6.925  0.606  3.929
C  5.418  -1.289  -2.598
C  5.605  -1.136  -1.099
O  4.399  -0.887  -0.396
C  3.397  -1.884  -0.506
C  3.837  -3.251  -0.016
H  4.909  -0.411  -2.998
H  6.388  -1.385  -3.088
H  4.830  -2.170  -2.859
H  6.221  -0.259  -0.892
H  6.132  -2.004  -0.686
H  3.036  -1.954  -1.539
H  2.567  -1.511  0.096
H  4.655  -3.653  -0.616
H  3.004  -3.953  -0.086
H  4.163  -3.206  1.024
C  6.896  -5.855  -4.198
C  7.091  -5.772  -2.694
O  5.891  -5.581  -1.964
C  4.906  -6.591  -2.102
C  5.359  -7.970  -1.658
H  6.396  -4.960  -4.570
H  7.867  -5.939  -4.688
H  6.304  -6.724  -4.488
H  7.702  -4.904  -2.447
H  7.628  -6.656  -2.331
H  4.533  -6.627  -3.132
H  4.080  -6.253  -1.476
H  6.175  -8.353  -2.272
H  4.528  -8.672  -1.739
H  5.695  -7.948  -0.620
C  5.231  4.967  -4.535
C  4.740  3.588  -4.941
O  5.122  2.552  -4.053
C  4.661  2.677  -2.719
C  3.149  2.710  -2.580
H  6.317  4.975  -4.432
H  4.949  5.695  -5.297
H  4.796  5.295  -3.590
H  5.180  3.305  -5.897
H  3.653  3.600  -5.079
H  5.106  3.553  -2.233
H  5.051  1.797  -2.207
H  2.708  3.588  -3.057
H  2.878  2.737  -1.524
H  2.703  1.819  -3.025

---

# 2
The following is a DFT calculation (ωB97M-V/def2-TZVPD) of a structure of composition C23H59F2N5NiO14S2 at a distorted geometry.

**Maximum force**: 0.114 hartree/bohr
**E**: -4742.24328 Ha
**Highest occupied orbital energy (spin up / spin down)**: -12.91 / -12.91 eV
**2S+1**: 3
**⟨S²⟩**: 2.01
**Charge**: +2

Geometry (Å):
Ni  1.250  -2.094  3.598
C  1.149  4.269  2.820
C  0.887  4.350  1.340
N  2.122  4.145  0.496
C  2.806  2.877  0.839
C  1.749  4.124  -0.976
C  1.017  2.865  -1.402
C  3.144  5.237  0.741
C  2.908  6.544  -0.003
O  1.658  7.059  0.349
C  1.407  8.325  -0.254
H  0.222  4.499  3.348
H  1.913  4.915  3.252
H  1.388  3.272  3.199
H  0.415  5.283  1.063
H  0.237  3.511  1.098
H  3.203  2.943  1.846
H  3.605  2.683  0.123
H  2.142  2.018  0.749
H  2.723  4.172  -1.467
H  1.233  5.059  -1.173
H  1.725  2.070  -1.633
H  0.434  3.034  -2.306
H  0.313  2.497  -0.657
H  4.110  4.877  0.386
H  3.203  5.430  1.805
H  3.043  6.409  -1.084
H  3.700  7.245  0.293
H  2.134  9.067  0.087
H  0.399  8.661  -0.039
H  1.517  8.204  -1.337
N  0.370  -1.449  1.968
S  -0.722  -0.348  1.612
O  -1.883  -0.843  0.951
O  -0.307  0.985  1.322
F  -1.291  -0.217  3.116
S  0.941  -1.648  0.393
O  1.900  -0.660  0.024
O  0.084  -2.298  -0.522
F  1.886  -2.870  0.818
C  0.238  -4.378  -2.948
N  0.589  -5.685  -2.333
O  1.576  -5.737  -1.619
O  -0.087  -6.638  -2.636
H  1.115  -3.759  -2.799
H  -0.556  -3.937  -2.353
H  -0.030  -4.550  -3.982
C  -2.887  -0.970  -2.332
N  -1.767  -0.025  -2.624
O  -1.443  0.119  -3.788
O  -1.220  0.511  -1.685
H  -3.449  -1.141  -3.241
H  -3.558  -0.410  -1.685
H  -2.447  -1.851  -1.880
C  -3.650  1.831  3.030
N  -2.471  2.707  3.218
O  -1.953  2.772  4.313
O  -2.115  3.323  2.237
H  -3.351  1.122  2.263
H  -4.474  2.460  2.709
H  -3.896  1.330  3.958
C  3.609  -2.325  -2.282
C  5.081  -2.394  -2.738
O  5.431  -1.364  -3.631
C  5.488  -0.048  -3.106
C  5.727  0.924  -4.239
H  2.975  -2.093  -3.137
H  3.294  -3.251  -1.804
H  3.512  -1.520  -1.553
H  5.765  -2.498  -1.887
H  5.216  -3.318  -3.302
H  4.556  0.176  -2.569
H  6.340  -0.100  -2.404
H  6.616  0.598  -4.776
H  5.839  1.952  -3.906
H  4.865  0.911  -4.908
C  -5.089  -2.037  1.130
C  -6.322  -1.662  0.338
O  -5.906  -1.569  -1.015
C  -6.952  -1.309  -1.920
C  -6.377  -1.133  -3.321
H  -5.228  -2.392  2.153
H  -4.483  -2.783  0.608
H  -4.390  -1.204  1.259
H  -7.091  -2.433  0.432
H  -6.658  -0.684  0.697
H  -7.564  -2.220  -2.027
H  -7.651  -0.508  -1.662
H  -5.582  -1.847  -3.516
H  -6.016  -0.105  -3.421
H  -7.194  -1.252  -4.031
C  0.874  -6.208  4.146
C  0.945  -5.136  3.079
O  0.346  -3.896  3.496
C  -1.077  -3.924  3.683
C  -1.864  -4.242  2.428
H  1.327  -5.846  5.069
H  -0.142  -6.496  4.426
H  1.353  -7.119  3.792
H  2.013  -4.986  2.906
H  0.548  -5.415  2.103
H  -1.442  -4.637  4.426
H  -1.307  -2.937  4.086
H  -1.639  -5.246  2.068
H  -1.705  -3.528  1.616
H  -2.938  -4.191  2.611

---

# 3
The following is a DFT calculation (ωB97M-V/def2-TZVPD) of a cluster of 6 separate species, C23H60ClN4O11 in total at a distorted geometry.

**Maximum force**: 0.028 hartree/bohr
**E**: -2418.89728 Ha
**Highest occupied orbital energy**: -5.82 eV
**Energy above the lowest of the compared OMol25 structures with the same formula, charge and spin**: 0.000 eV
**Charge**: -1

Geometry (Å):
Cl  26.122  26.796  1.333
O  24.745  26.529  0.966
O  26.812  27.251  0.139
O  26.176  27.850  2.316
O  26.701  25.563  1.822
C  27.257  30.699  0.468
C  25.952  30.882  -0.270
C  24.716  30.617  0.569
O  25.888  32.219  -0.834
H  27.315  31.423  1.285
H  28.063  30.914  -0.236
H  27.359  29.673  0.811
H  25.908  30.226  -1.142
H  24.701  31.249  1.461
H  24.690  29.568  0.867
H  23.838  30.811  -0.048
H  25.518  32.790  -0.154
C  30.521  23.729  -0.895
O  29.352  23.987  -1.614
C  28.207  23.557  -0.910
C  26.948  23.837  -1.704
N  26.905  25.231  -2.131
C  25.628  25.607  -2.678
C  25.214  24.830  -3.919
O  26.182  24.946  -4.930
C  25.749  24.398  -6.146
H  31.368  24.044  -1.504
H  30.599  22.666  -0.625
H  30.566  24.315  0.038
H  28.116  24.074  0.057
H  28.301  22.476  -0.721
H  26.101  23.620  -1.028
H  26.874  23.166  -2.562
H  27.054  25.785  -1.291
H  25.640  26.669  -2.932
H  24.799  25.471  -1.954
H  24.242  25.214  -4.264
H  25.068  23.767  -3.668
H  25.585  23.316  -6.056
H  26.533  24.581  -6.879
H  24.824  24.876  -6.497
C  16.140  31.545  1.444
O  17.430  31.908  1.841
C  17.525  32.115  3.249
C  18.983  32.188  3.598
N  19.564  30.870  3.635
C  21.003  30.881  3.845
C  21.591  29.507  3.618
O  21.227  29.082  2.327
C  21.999  27.965  1.911
H  15.387  32.285  1.758
H  15.840  30.572  1.856
H  16.122  31.488  0.357
H  17.052  31.266  3.759
H  16.962  33.020  3.512
H  19.138  32.683  4.562
H  19.471  32.838  2.851
H  19.375  30.351  2.787
H  21.238  31.192  4.866
H  21.511  31.564  3.142
H  21.232  28.784  4.366
H  22.686  29.575  3.702
H  21.957  27.178  2.671
H  23.037  28.265  1.754
H  21.574  27.606  0.978
C  24.556  21.879  1.293
C  23.149  22.102  0.766
C  23.013  23.487  0.175
O  21.711  23.637  -0.360
C  21.570  24.878  -1.014
N  22.860  21.118  -0.292
H  24.735  22.425  2.221
H  25.303  22.240  0.585
H  24.720  20.817  1.478
H  22.429  22.036  1.597
H  23.783  23.638  -0.593
H  23.177  24.225  0.972
H  20.510  25.018  -1.218
H  22.162  24.912  -1.935
H  21.909  25.700  -0.371
H  22.957  20.167  0.045
H  21.892  21.218  -0.578
C  30.198  28.809  4.294
C  29.762  27.795  3.245
C  30.892  26.930  2.758
O  31.964  27.740  2.289
C  33.124  26.997  2.074
N  28.737  26.915  3.824
H  31.064  29.362  3.918
H  30.501  28.301  5.209
H  29.422  29.560  4.442
H  29.340  28.355  2.398
H  30.540  26.318  1.912
H  31.235  26.240  3.540
H  33.869  27.664  1.639
H  32.967  26.157  1.382
H  33.523  26.594  3.017
H  28.310  26.334  3.107
H  27.990  27.543  4.104

---

# 4
The following is a DFT calculation (ωB97M-V/def2-TZVPD) of a cluster of 9 separate species, C23H60FO10S9 in total at a distorted geometry.

**Maximum force**: 0.067 hartree/bohr
**E**: -5347.97040 Ha
**Highest occupied orbital energy**: -1.11 eV
**Charge**: -1

Geometry (Å):
O  1.472  1.310  1.340
C  1.146  0.454  0.595
O  0.355  -0.484  1.015
C  0.313  -1.684  0.192
C  -0.804  -2.601  0.732
C  -2.133  -2.468  0.006
F  -1.989  -3.302  -1.225
C  -2.328  -1.052  -0.439
C  -3.794  -0.698  -0.604
C  -4.470  -0.637  0.746
S  -4.084  0.908  1.652
H  1.547  0.490  -0.425
H  1.264  -2.209  0.302
H  0.198  -1.463  -0.860
H  -0.970  -2.297  1.760
H  -0.438  -3.613  0.760
H  -1.792  -0.933  -1.382
H  -1.915  -0.363  0.280
H  -4.300  -1.350  -1.306
H  -3.844  0.300  -1.027
H  -4.178  -1.471  1.364
H  -5.548  -0.669  0.682
H  -2.814  0.702  2.022
C  -2.484  -6.680  -0.077
S  -2.962  -6.147  1.568
O  -1.860  -5.305  2.092
C  -2.792  -7.746  2.371
H  -2.477  -5.796  -0.718
H  -1.486  -7.121  -0.045
H  -3.210  -7.405  -0.449
H  -1.771  -8.106  2.248
H  -3.499  -8.460  1.944
H  -3.003  -7.615  3.428
C  0.213  -6.314  5.069
S  -0.003  -8.092  5.193
O  -1.461  -8.364  5.078
C  0.417  -8.233  6.938
H  -0.047  -6.011  4.054
H  -0.447  -5.814  5.777
H  1.254  -6.059  5.273
H  -0.253  -7.608  7.528
H  1.452  -7.926  7.086
H  0.300  -9.275  7.230
C  -3.796  -1.355  -6.774
S  -4.326  -0.795  -5.145
O  -3.249  0.075  -4.620
C  -4.169  -2.390  -4.332
H  -3.778  -0.492  -7.438
H  -2.797  -1.786  -6.706
H  -4.505  -2.092  -7.153
H  -3.145  -2.751  -4.424
H  -4.867  -3.095  -4.785
H  -4.411  -2.259  -3.280
C  5.012  2.295  -2.204
S  4.760  0.525  -2.065
O  3.298  0.273  -2.181
C  5.175  0.420  -0.319
H  4.761  2.593  -3.221
H  4.359  2.814  -1.500
H  6.056  2.534  -2.000
H  4.510  1.067  0.256
H  6.215  0.718  -0.177
H  5.043  -0.613  -0.003
C  -2.290  3.562  -3.159
S  -1.040  2.819  -2.107
O  -1.651  1.618  -1.500
C  -1.058  4.119  -0.860
H  -2.473  2.887  -3.994
H  -3.213  3.698  -2.592
H  -1.926  4.522  -3.531
H  -2.064  4.218  -0.450
H  -0.734  5.058  -1.313
H  -0.366  3.833  -0.069
C  1.990  -0.293  4.184
S  3.285  -1.003  5.201
O  2.725  -2.201  5.884
C  3.316  0.326  6.415
H  1.771  -0.984  3.372
H  1.092  -0.141  4.781
H  2.332  0.653  3.765
H  2.330  0.431  6.868
H  3.609  1.255  5.926
H  4.046  0.069  7.180
C  7.533  6.181  -2.173
S  8.634  4.867  -1.630
O  7.827  3.622  -1.573
C  8.813  5.456  0.059
H  7.257  5.982  -3.206
H  6.639  6.192  -1.550
H  8.053  7.137  -2.111
H  7.833  5.515  0.533
H  9.293  6.434  0.052
H  9.438  4.746  0.597
C  -3.813  8.280  -1.930
S  -3.455  7.107  -3.244
O  -1.982  7.100  -3.434
C  -4.155  8.095  -4.573
H  -3.416  7.875  -1.002
H  -3.334  9.235  -2.148
H  -4.892  8.406  -1.841
H  -3.653  9.062  -4.617
H  -5.223  8.227  -4.401
H  -4.000  7.559  -5.507